Molecular formula: C24H72O12S7
Method: DFT, ωB97M-V/def2-TZVPD

The calculation puts the molar mass at 777.3 g/mol. The LUMO energy is -0.47 eV. The total energy is -4646.737661 hartree. Its spin multiplicity is 1.

Positions of all 115 atoms, in Å:
S1 -4.8953 3.4732 0.0038
H1 -1.2763 4.7372 2.2208
H2 -2.6023 2.6392 -4.9322
H3 1.2937 1.0672 -4.8162
O1 0.5837 -4.8718 -2.7922
H4 4.5967 1.5432 0.6878
H5 0.7577 3.8632 3.7058
C1 -4.3553 1.6942 2.9068
H6 -5.9623 4.5452 -1.7042
C2 -1.4153 3.5452 1.9998
C3 4.4047 -0.8258 3.9208
O2 1.6017 -4.3918 -1.3092
O3 1.1697 4.5152 -2.6762
C4 -1.5673 2.4512 -4.5222
O4 0.8607 1.2472 1.3848
S2 2.4247 -4.3548 -0.0192
C5 -3.1413 3.0382 0.0428
C6 5.6017 1.5172 0.4358
O5 -5.6703 2.1552 -0.2602
H7 -3.8803 -3.3638 0.9928
H8 1.5947 0.8272 1.6828
H9 0.9697 -2.9708 1.3248
H10 3.6767 -0.5978 0.5738
H11 -1.9943 -5.2938 -2.4002
O6 -6.5373 0.4932 3.9868
C7 2.1227 3.3702 -0.6592
O7 6.5317 -0.0938 -1.5302
H12 -4.9173 2.4492 2.3198
H13 -2.2293 2.8582 -2.4922
H14 1.6097 -0.8058 5.1618
H15 4.1417 -1.7938 -0.8992
H16 3.4377 -6.5098 0.0028
H17 -0.6273 2.0522 -2.2442
H18 4.5577 -1.1858 4.8958
H19 0.9027 -1.3538 0.0418
H20 2.0387 -2.9838 -3.3692
S3 5.1867 0.4032 -0.9092
H21 0.8357 2.4952 4.6048
H22 -0.4573 -3.4168 -3.4962
H23 -0.8903 3.3292 1.2908
C8 1.2447 -3.9468 1.2218
H24 0.8797 -0.3708 3.5178
S4 1.8987 -1.4348 -5.2772
S5 -5.2123 0.1642 3.2378
H25 5.2417 -0.3868 3.6678
H26 -4.0883 2.0932 3.9808
H27 -1.5353 -4.4798 -1.0352
C9 4.4947 -0.9778 -0.0912
O8 -1.4373 1.0332 3.0758
H28 2.5667 0.4142 -3.7312
H29 0.4007 4.0362 -2.8422
H30 3.6757 -1.9798 -3.9252
H31 1.5807 -3.9858 2.1868
H32 -2.5453 -0.3248 2.2248
H33 0.1367 -3.0898 -2.0112
H34 -2.3733 -3.5058 -1.8842
H35 -2.1303 1.1022 -2.7562
H36 -6.4333 -0.7458 1.5518
H37 -0.7673 -1.2338 -0.1992
S6 3.0427 0.2382 3.4868
C10 -3.0193 -3.2998 1.2808
C11 2.7417 -2.5648 -4.1482
O9 -0.7193 3.5912 -4.5352
H38 0.3677 -4.5038 1.4328
H39 -5.8383 0.8782 1.2928
C12 0.0427 -0.6098 -0.0302
H40 2.0107 -1.9158 3.7058
O10 -2.9263 -0.8798 1.7488
H41 4.5577 -1.8308 3.5278
H42 0.8867 -0.1258 -3.6072
H43 6.2827 0.9392 1.1218
H44 0.1977 -0.2188 -0.8722
H45 -2.8073 2.7382 -0.8592
H46 -3.4193 1.3252 2.2418
C13 2.2187 3.7072 -2.2132
S7 -1.1503 2.4502 3.4378
H47 -1.6103 -2.3348 2.2198
H48 -4.5663 5.2512 -1.5032
H49 1.8877 -6.5758 0.1428
H50 -2.2393 3.2882 1.4478
H51 5.9587 2.4202 0.1588
H52 -0.8803 4.0382 -5.2322
H53 1.2217 2.2292 3.1428
C14 0.5837 2.8242 3.6688
H54 2.1767 2.6642 -2.7712
C15 -0.3033 -3.8278 -2.5942
H55 2.4097 4.3162 0.0278
H56 1.0167 -5.0798 -2.0852
H57 -2.5523 4.0882 0.1588
H58 -4.8773 3.8622 -2.5892
H59 2.7027 2.4512 -0.3072
H60 -2.4553 -3.3148 0.4708
O11 3.0237 0.3742 1.9988
H61 5.0967 -1.5548 0.6748
H62 3.0137 -3.3248 -4.7322
H63 -1.0863 0.5332 1.3108
C16 -5.6543 -0.2058 1.5638
C17 1.7147 0.1092 -4.2892
C18 -1.6153 2.1662 -2.9282
H64 -1.2493 1.3692 -5.0422
C19 1.6967 -0.9268 4.0248
H65 -3.1393 -2.3788 3.2778
H66 1.2197 3.3322 -0.1702
H67 0.1007 -0.5238 2.1728
O12 3.0087 -1.2118 -6.2702
H68 3.2097 4.1532 -2.6922
H69 2.7177 -5.9768 1.6348
H70 -2.5753 -4.0888 1.8108
H71 -2.9243 2.4782 0.8888
C20 2.6497 -5.9508 0.4838
C21 -2.6693 -2.2078 2.2488
C22 -1.5873 -4.3118 -1.9852
C23 -5.0383 4.3902 -1.6152
H72 -4.8863 -0.5168 0.9218
C24 -0.0473 0.1822 1.2778